The following is a quantum chemistry calculation of a gas-phase ion, C4H8NO2 (charge -1), from the OMol25 dataset.

Element x y z (Å)
C  -1.95  0.02  -0.39
N  -0.70  -0.66  -0.69
C  1.69  0.08  -0.53
C  0.47  -0.49  0.20
C  0.35  0.37  1.51
O  1.13  0.00  2.41
O  -0.43  1.35  1.51
H  -1.92  1.10  -0.53
H  -2.20  -0.12  0.66
H  -2.76  -0.45  -0.95
H  -0.40  -0.36  -1.61
H  1.64  1.17  -0.53
H  2.59  -0.34  -0.08
H  1.74  -0.22  -1.58
H  0.75  -1.47  0.60

ΔE to the lowest compared entry with this formula, charge and spin (eV): 0.939
Gap between HOMO and LUMO (eV): 8.009
HOMO level (eV): -3.8
SMILES string: CN[C@@H](C)C(=O)[O-]
Lowest unoccupied orbital energy (eV): 4.2076
Spin multiplicity: 1
E_tot (hartree): -362.48973
Charge: -1

=====

The following is a quantum chemistry calculation of a gas-phase ion, C4H8NO2 (charge -1) at a distorted geometry, from the OMol25 dataset.

Element x y z (Å)
C  0.29  -0.01  -0.61
N  -0.86  0.43  -1.34
C  -2.05  -0.35  -1.43
O  -3.04  0.27  -1.89
O  -1.98  -1.52  -0.99
C  0.27  0.28  0.88
C  1.60  -0.06  1.55
H  1.23  0.25  -1.12
H  0.28  -1.09  -0.77
H  -0.92  1.32  -1.79
H  -0.09  1.29  1.09
H  -0.49  -0.39  1.28
H  2.44  0.52  1.16
H  1.55  0.15  2.62
H  1.79  -1.09  1.36

ΔE to the lowest compared entry with this formula, charge and spin (eV): 0.204
Gap between HOMO and LUMO (eV): 7.624
HOMO level (eV): -3.8
SMILES string: CCCNC(=O)[O-]
Lowest unoccupied orbital energy (eV): 3.8190
Spin multiplicity: 1
E_tot (hartree): -362.51672
Charge: -1

=====

The following is a quantum chemistry calculation of a gas-phase ion, C4H8NO2 (charge +1) at a distorted geometry, from the OMol25 dataset.

Element x y z (Å)
C  -1.02  -0.20  -0.06
C  -2.29  -0.85  -0.52
C  2.28  0.00  -0.16
C  1.15  1.04  -0.17
N  -0.92  0.08  1.42
O  -0.80  -0.54  2.43
O  -0.16  0.52  -0.70
H  -2.21  -1.78  -0.13
H  -2.19  -0.69  -1.59
H  -3.07  -0.35  -0.07
H  2.87  0.25  0.71
H  1.78  -1.09  -0.13
H  2.79  0.22  -1.05
H  1.08  1.96  -0.78
H  0.70  1.43  0.79

ΔE to the lowest compared entry with this formula, charge and spin (eV): 6.178
Gap between HOMO and LUMO (spin up / spin down) (eV): 8.214 / 8.205
HOMO level (spin up / spin down) (eV): -14.7 / -14.7
SMILES string: CCOC(C)=[N+]=O
Lowest unoccupied orbital energy (spin up / spin down) (eV): -6.4891 / -6.5038
Spin multiplicity: 1
E_tot (hartree): -361.98644
Charge: +1

=====

The following is a quantum chemistry calculation of a molecular structure, C4H8NO2 at a distorted geometry, from the OMol25 dataset.

Element x y z (Å)
C  -2.19  -0.16  -0.09
C  -0.88  -0.73  -0.56
C  1.37  1.21  0.01
C  0.11  -0.95  0.49
N  1.70  -0.13  -0.06
O  2.65  -0.64  -0.48
O  -1.25  0.62  -0.76
H  -3.02  -0.68  -0.50
H  -2.20  0.04  0.94
H  -0.95  -1.35  -1.46
H  2.15  1.99  -0.24
H  1.41  1.57  1.03
H  0.38  1.47  -0.48
H  0.71  -1.91  0.72
H  0.02  -0.37  1.45

ΔE to the lowest compared entry with this formula, charge and spin (eV): 6.675
Gap between HOMO and LUMO (eV): 9.087
HOMO level (eV): -15.3
Lowest unoccupied orbital energy (eV): -6.2037
Spin multiplicity: 1
E_tot (hartree): -361.96816
Charge: +1

=====

The following is a quantum chemistry calculation of 2 unconnected molecules or ions with the total composition C4H8NO2 at a distorted geometry, from the OMol25 dataset.

Element x y z (Å)
C  1.58  -0.73  0.40
C  0.66  0.51  0.37
C  1.37  -1.51  1.55
C  -2.25  0.02  -1.73
N  0.80  1.16  1.72
O  0.84  2.36  1.77
O  1.32  -2.09  2.54
H  1.69  -1.22  -0.50
H  2.57  -0.39  0.82
H  0.95  1.23  -0.36
H  -0.46  0.36  0.31
H  -2.80  -0.59  -2.42
H  -2.29  1.13  -2.13
H  -1.22  -0.28  -1.55
H  -2.77  0.03  -0.79

ΔE to the lowest compared entry with this formula, charge and spin (eV): 5.400
Gap between HOMO and LUMO (eV): 8.174
HOMO level (eV): -14.1
Lowest unoccupied orbital energy (eV): -5.9227
Spin multiplicity: 1
E_tot (hartree): -362.01505
Charge: +1

=====

The following is a quantum chemistry calculation of a gas-phase ion, C4H8NO2 (charge +1) at a distorted geometry, from the OMol25 dataset.

Element x y z (Å)
C  0.46  -1.69  0.57
C  -0.65  -0.63  0.74
C  0.40  -0.49  -0.35
C  1.17  1.60  -1.08
N  -1.77  -0.25  1.67
O  -0.13  -0.63  -1.67
O  1.31  0.47  -0.22
H  1.02  -2.44  0.91
H  1.48  1.36  -2.08
H  1.88  2.39  -0.73
H  0.22  1.97  -0.99
H  -1.34  0.01  2.62
H  -2.30  -1.07  1.66
H  -2.19  0.59  1.19
H  0.44  -1.20  -2.24

ΔE to the lowest compared entry with this formula, charge and spin (eV): 3.941
Gap between HOMO and LUMO (spin up / spin down) (eV): 7.599 / 7.745
HOMO level (spin up / spin down) (eV): -11.6 / -14.3
⟨S²⟩: 2.009
Lowest unoccupied orbital energy (spin up / spin down) (eV): -4.0384 / -6.5367
Spin multiplicity: 3
E_tot (hartree): -361.90267
Charge: +1